Entry from the OMol25 dataset: a 8-piece molecular cluster, C51H84FN4O16PS7 overall (wB97M-V/def2-TZVPD).

Structure (XYZ):
```
164
Properties=species:S:1:pos:R:3
H 0.578 2.125 -4.380
N 0.394 2.323 -3.365
C 0.153 1.117 -2.708
C -0.212 1.235 -1.094
C 0.185 -0.346 -3.519
C -1.233 -1.102 -3.065
N -2.462 -0.250 -3.020
C -3.700 -0.980 -2.576
C -5.105 -0.079 -2.445
C -4.963 1.515 -2.878
C -4.664 1.606 -4.521
C -6.162 1.713 -5.239
F -5.997 1.701 -6.726
C -6.539 -0.761 -1.912
P -8.008 0.422 -1.766
C -9.590 -0.306 -1.025
C -7.433 1.702 -0.408
C -7.712 3.259 -0.865
C -6.478 -2.362 -1.592
C -7.823 -3.157 -1.113
C -8.891 -3.416 -2.376
C -10.059 -3.420 -3.198
C -5.095 -3.258 -1.726
O -5.082 -4.719 -1.380
C -5.320 -5.539 -2.578
N -5.371 -6.333 -3.607
C -3.651 -2.564 -2.206
N -2.467 -3.493 -2.232
C -1.280 -2.674 -2.653
O 0.022 -3.415 -2.747
C 0.846 -3.142 -1.535
C 0.394 -4.136 -0.298
H 0.735 1.302 -0.403
H -0.869 0.347 -0.704
H -0.847 2.227 -0.970
H 1.143 -0.958 -3.244
H 0.115 -0.111 -4.681
H -5.920 2.155 -2.703
H -4.006 1.975 -2.343
H -4.068 2.605 -4.746
H -4.112 0.656 -4.926
H -6.835 0.804 -4.859
H -6.638 2.719 -4.835
H -10.343 0.607 -0.859
H -10.154 -1.001 -1.814
H -9.487 -0.807 0.036
H -6.258 1.590 -0.314
H -7.886 1.412 0.634
H -6.687 3.825 -0.924
H -8.394 3.792 -0.075
H -8.166 3.277 -1.965
H -7.562 -4.260 -0.737
H -8.364 -2.658 -0.175
H -11.153 -3.228 -3.638
H 0.694 -2.000 -1.233
H 2.002 -3.258 -1.772
H 1.093 -3.956 0.624
H -0.748 -3.900 -0.067
H 0.513 -5.252 -0.656
O -7.177 6.314 -0.279
S -6.303 5.935 0.812
O -5.923 4.558 1.058
C -4.827 6.930 0.725
C -5.163 8.172 1.537
C -5.892 7.668 2.782
C -6.935 6.650 2.322
H -4.586 7.151 -0.317
H -4.014 6.364 1.189
H -4.264 8.739 1.795
H -5.826 8.829 0.962
H -5.174 7.182 3.453
H -6.359 8.487 3.337
H -7.081 5.861 3.064
H -7.891 7.130 2.095
O 3.040 1.684 0.403
S 4.230 2.161 -0.270
O 4.734 3.508 -0.091
C 5.553 1.007 0.037
C 5.429 -0.013 -1.085
C 5.154 0.796 -2.352
C 4.071 1.820 -2.016
H 5.443 0.569 1.031
H 6.497 1.555 -0.031
H 6.335 -0.619 -1.178
H 4.588 -0.688 -0.888
H 6.070 1.315 -2.659
H 4.847 0.154 -3.183
H 4.204 2.746 -2.581
H 3.070 1.416 -2.193
O 8.371 1.355 1.157
S 8.872 0.144 1.773
O 8.799 -1.147 1.118
C 10.552 0.429 2.294
C 10.419 0.991 3.701
C 9.347 0.143 4.385
C 8.177 0.011 3.413
H 11.046 1.115 1.603
H 11.068 -0.535 2.301
H 11.370 0.955 4.240
H 10.092 2.037 3.659
H 9.755 -0.850 4.608
H 9.026 0.585 5.333
H 7.674 -0.953 3.517
H 7.456 0.823 3.542
O -2.614 -2.285 4.189
S -2.373 -3.229 3.118
O -1.444 -2.958 2.040
C -1.972 -4.809 3.837
C -3.320 -5.491 4.022
C -4.107 -5.205 2.743
C -3.947 -3.719 2.428
H -1.431 -4.667 4.774
H -1.350 -5.355 3.121
H -3.207 -6.564 4.198
H -3.844 -5.059 4.883
H -3.696 -5.803 1.921
H -5.163 -5.475 2.849
H -3.945 -3.534 1.351
H -4.728 -3.122 2.907
O 6.037 -3.689 -2.019
S 6.135 -3.927 -0.595
O 5.330 -3.204 0.370
C 5.949 -5.675 -0.301
C 7.363 -6.226 -0.405
C 8.252 -5.231 0.340
C 7.854 -3.829 -0.118
H 5.265 -6.107 -1.033
H 5.550 -5.804 0.710
H 7.435 -7.232 0.019
H 7.669 -6.279 -1.457
H 8.082 -5.328 1.419
H 9.314 -5.420 0.156
H 7.967 -3.096 0.684
H 8.430 -3.515 -0.993
O 7.162 0.932 -5.571
S 7.939 2.002 -6.161
O 9.101 1.750 -6.990
C 6.832 3.087 -7.040
C 6.389 4.099 -5.994
C 7.650 4.465 -5.212
C 8.375 3.163 -4.876
H 6.004 2.514 -7.461
H 7.401 3.570 -7.839
H 5.927 4.977 -6.455
H 5.655 3.644 -5.319
H 8.295 5.096 -5.836
H 7.414 5.031 -4.306
H 9.460 3.299 -4.862
H 8.039 2.753 -3.920
O -4.784 0.643 9.317
S -3.594 1.120 8.645
O -3.089 2.467 8.823
C -2.271 -0.034 8.952
C -2.394 -1.054 7.830
C -2.669 -0.245 6.563
C -3.752 0.779 6.898
H -2.381 -0.472 9.945
H -1.326 0.514 8.884
H -1.489 -1.660 7.736
H -3.236 -1.729 8.027
H -1.753 0.274 6.256
H -2.977 -0.887 5.731
H -3.619 1.705 6.334
H -4.753 0.375 6.721
```

The charge is 0. As for the LUMO energy: -1.47 eV. As for the multiplicity: 1.



Entry from the OMol25 dataset: an isolated ion of composition C3H13N3P and charge +1 (wB97M-V/def2-TZVPD).

Structure (XYZ):
```
20
Properties=species:S:1:pos:R:3
C -1.613 1.199 -0.094
N -0.999 0.083 -0.682
C -1.704 -1.160 -0.443
P 0.774 -0.074 -0.116
C 1.189 0.083 1.648
N 1.643 1.133 -0.816
N 1.317 -1.469 -0.878
H -1.922 1.009 0.954
H -1.026 2.065 0.097
H -2.504 1.407 -0.710
H -2.168 -1.414 0.457
H -2.555 -1.018 -1.209
H -1.128 -1.848 -1.043
H 1.956 -0.578 1.777
H 0.424 -0.078 2.423
H 1.678 1.104 1.749
H 2.138 1.736 -0.116
H 1.157 1.537 -1.608
H 1.110 -2.364 -0.312
H 2.232 -1.352 -1.078
```

As for the energy relative to the best compared isomer or geometry (same formula, charge and spin): 85.5 kJ/mol. The charge is +1. As for the LUMO energy: -3.08 eV. As for the multiplicity: 1.



Entry from the OMol25 dataset: a 4-piece molecular cluster, CH7O5 overall (wB97M-V/def2-TZVPD).

Structure (XYZ):
```
13
Properties=species:S:1:pos:R:3
O 0.341 0.484 1.683
C -0.566 -0.083 1.081
O -0.865 0.000 -0.144
H -1.260 -0.715 1.683
H -3.065 -1.665 -1.522
H -2.296 -0.842 -0.498
O -3.187 -1.251 -0.663
H 0.614 -0.627 -0.808
H 1.968 -0.629 -0.351
O 1.517 -0.733 -1.210
H 2.306 1.054 -0.815
H 1.971 1.651 0.596
O 2.490 1.783 -0.209
```

As for the energy relative to the best compared isomer or geometry (same formula, charge and spin): 21.5 kJ/mol. The charge is -1. As for the LUMO energy: 4.02 eV. As for the multiplicity: 1.



Entry from the OMol25 dataset: a 2-piece molecular cluster, C5H10O overall (wB97M-V/def2-TZVPD).

Structure (XYZ):
```
16
Properties=species:S:1:pos:R:3
O 1.211 1.405 0.803
C 0.686 0.163 0.782
C -0.243 -0.438 1.531
C -0.128 -1.735 0.755
C 0.955 -1.019 -0.113
H 1.728 1.544 0.000
H -0.853 -0.123 2.369
H 0.252 -2.594 1.317
H -1.016 -2.048 0.190
H 0.701 -0.912 -1.175
H 1.964 -1.433 -0.023
C -1.052 1.440 -1.292
H -1.815 1.123 -2.004
H -0.066 1.396 -1.769
H -1.245 2.458 -0.948
H -1.079 0.773 -0.425
```

As for the energy relative to the best compared isomer or geometry (same formula, charge and spin): 182.2 kJ/mol. The charge is 0. As for the LUMO energy: 0.85 eV. As for the multiplicity: 1.



Number 1: E -6644.12546 Eh, F_max 11.6 eV/A. Number 2: E -627.47163 Eh, F_max 6.0 eV/A. Number 3: E -418.59914 Eh, F_max 1.3 eV/A. Number 4: E -271.68321 Eh, F_max 0.4 eV/A.